C31H56ClFInNO10P | ωB97M-V/def2-TZVPD

Each line ends with the Löwdin charge.
Atoms and positions in Å:
In  0.96  1.34  -0.42  0.701
Cl  -0.85  3.15  -3.22  0.044
P  1.04  3.06  -2.31  0.373
F  -1.93  0.42  -0.33  -0.137
O  3.81  -5.44  0.50  0.061
O  5.67  4.02  0.21  0.062
O  -6.45  3.75  -4.26  0.055
O  -2.25  -2.30  5.88  0.071
O  2.00  2.31  -3.48  -0.492
O  0.82  6.15  -1.73  0.010
O  2.82  0.26  -0.51  -0.300
O  3.69  -1.44  -1.40  -0.052
O  0.46  -7.42  -1.53  0.059
O  -6.49  -1.12  -2.06  0.048
N  2.72  -0.74  -1.36  -0.218
C  1.46  0.11  2.65  -0.042
C  5.26  -4.76  -1.25  -0.029
C  -5.72  -0.22  -2.32  -0.501
C  -1.61  -2.82  8.11  -0.021
C  0.48  1.09  2.53  -0.339
C  5.62  3.21  1.10  -0.497
C  0.70  2.25  1.60  -0.209
C  -4.78  0.36  -1.30  -0.020
C  -0.86  -0.19  4.08  -0.088
C  4.17  -5.61  -0.64  -0.502
C  -0.91  -5.98  -0.22  -0.012
C  2.41  -2.04  3.51  -0.048
C  -1.85  -7.45  -2.11  -0.026
C  -0.70  0.93  3.26  -0.048
C  -5.62  4.60  -4.48  -0.498
C  2.59  7.63  -1.16  -0.026
C  -5.65  0.39  -3.69  -0.022
C  3.55  -6.67  -1.52  -0.032
C  -2.38  -3.04  6.82  -0.491
C  -0.68  -0.17  -0.62  -0.429
C  -0.72  -0.90  -1.94  -0.140
C  -4.67  5.07  -3.41  -0.016
C  -5.48  5.23  -5.85  -0.026
C  -0.65  -6.99  -1.31  -0.494
C  1.53  7.55  -3.50  -0.028
C  -3.32  -4.22  6.78  -0.024
C  6.42  3.40  2.37  -0.032
C  1.30  -1.02  3.46  -0.268
C  4.77  1.97  1.02  -0.021
C  0.12  -1.15  4.18  -0.072
C  1.57  7.02  -2.09  -0.517
H  -1.53  -8.18  -2.86  0.077
H  4.03  1.96  1.83  0.080
H  0.03  -5.74  0.27  0.084
H  2.50  7.39  -3.99  0.082
H  1.31  8.62  -3.50  0.077
H  4.31  -7.38  -1.84  0.081
H  -6.22  4.80  -6.52  0.078
H  -4.80  6.14  -3.24  0.084
H  -4.08  -4.13  7.55  0.081
H  -3.81  -4.26  5.81  0.082
H  -2.30  -2.67  8.94  0.081
H  2.07  -3.04  3.24  0.076
H  -4.87  4.54  -2.49  0.081
H  -5.65  6.31  -5.78  0.081
H  6.11  -5.39  -1.55  0.078
H  2.78  -7.19  -0.96  0.056
H  -3.75  0.24  -1.62  0.066
H  2.69  1.81  -3.03  -0.005
H  -3.64  4.88  -3.71  0.071
H  -1.33  -5.07  -0.65  0.087
H  5.76  3.45  3.23  0.082
H  -2.58  -7.92  -1.45  0.082
H  -1.60  -6.39  0.52  0.085
H  7.12  2.56  2.50  0.080
H  6.99  4.32  2.30  0.074
H  -5.87  1.46  -3.64  0.058
H  5.39  1.08  1.10  0.097
H  2.89  -2.02  4.48  0.074
H  2.41  8.70  -1.05  0.077
H  -1.50  -1.67  -1.92  0.063
H  -0.99  -3.69  8.32  0.083
H  2.37  0.20  2.07  0.086
H  -0.49  -0.90  0.17  0.073
H  3.60  7.47  -1.55  0.083
H  5.61  -4.03  -0.52  0.080
H  -1.48  1.66  3.17  0.104
H  2.51  7.15  -0.18  0.079
H  -4.64  0.26  -4.10  0.087
H  -0.98  -1.94  8.00  0.083
H  -0.18  2.90  1.60  0.040
H  -6.37  -0.09  -4.36  0.078
H  0.76  7.03  -4.07  0.079
H  -1.76  -0.31  4.66  0.078
H  -4.91  -0.16  -0.35  0.085
H  -2.76  -5.15  6.93  0.083
H  1.55  2.84  1.90  0.034
H  3.16  -1.77  2.78  0.070
H  -0.01  -2.03  4.79  0.089
H  4.25  1.94  0.08  0.055
H  4.88  -4.22  -2.12  0.082
H  0.23  -1.40  -2.09  0.050
H  3.10  -6.20  -2.39  0.087
H  -2.31  -6.60  -2.61  0.086
H  -4.48  5.05  -6.25  0.086
H  -4.99  1.42  -1.16  0.087
H  -0.93  -0.20  -2.75  0.057

Its total charge is -1. As for the orbital gap: 6.274 eV. The calculated total energy is -84722.75941 eV. The calculation puts the LUMO energy at 2.192 eV. The calculation puts the molar mass at 803.03 g/mol.